[1]
Below is a structure of composition C6H18N3OPS at a distorted geometry, with properties calculated with ωB97M-V with the def2-TZVPD basis set.

Computed properties:
ΔE to the lowest compared entry with this formula, charge and spin   0.000 eV
LUMO level (alpha / beta)   -0.02 / -0.42 eV
Multiplicity   1
Highest occupied orbital energy (alpha / beta)   -7.845 / -7.874 eV
Kohn-Sham gap (alpha / beta)   0.288 / 0.274 Ha

```
30
C6H18N3OPS (ωB97M-V with the def2-TZVPD basis set)
C 1.481 2.696 -0.085
C -2.650 1.515 -0.235
C -2.112 -3.384 0.597
C 0.345 2.080 -1.012
C -1.337 1.326 0.593
C -1.084 -2.682 -0.297
N 3.495 -0.962 0.114
N 3.875 0.274 0.132
N -0.305 0.948 -0.340
O -1.053 -1.283 -0.146
P 0.341 -0.529 -0.572
S 1.476 -1.427 1.023
H 2.349 3.267 -0.591
H 1.164 3.209 0.860
H 2.014 1.777 0.214
H -2.861 0.824 -0.998
H -3.481 1.576 0.429
H -2.519 2.535 -0.714
H -2.771 -2.669 0.933
H -2.712 -4.124 0.033
H -1.749 -3.941 1.561
H -0.230 2.907 -1.376
H 0.901 1.766 -1.907
H -1.140 2.293 1.074
H -1.409 0.569 1.377
H -1.310 -2.924 -1.414
H -0.001 -3.016 -0.229
H 3.736 -1.711 0.730
H 3.091 -1.371 -0.742
H 4.456 0.459 0.988
```

---

[2]
Below is a structure of composition C4H6LiOV, with properties calculated with ωB97M-V with the def2-TZVPD basis set.

Computed properties:
LUMO level (alpha / beta)   3.09 / 3.22 eV
Multiplicity   4
Highest occupied orbital energy (alpha / beta)   -2.557 / -1.534 eV
Total charge   -1
Kohn-Sham gap (alpha / beta)   0.208 / 0.175 Ha

```
13
C4H6LiOV (ωB97M-V with the def2-TZVPD basis set)
C -2.851 0.189 -1.289
C -3.868 -0.446 -0.986
H -4.782 -0.922 -0.667
H -0.794 -0.595 0.610
O -0.048 -0.209 0.123
C 1.126 -0.125 0.973
C 2.346 0.219 0.151
Li -0.887 0.762 -1.320
V 1.733 1.632 -1.364
H 1.187 -1.091 1.507
H 0.933 0.650 1.735
H 2.790 -0.686 -0.307
H 3.116 0.622 0.835
```

---

[3]
Below is the ion C10H15N2O with charge +1 at a distorted geometry, with properties calculated with ωB97M-V with the def2-TZVPD basis set.

Computed properties:
ΔE to the lowest compared entry with this formula, charge and spin   0.591 eV
LUMO level   -3.60 eV
Multiplicity   1
Highest occupied orbital energy   -12.325 eV
Total charge   +1
Kohn-Sham gap   0.321 Ha

```
28
C10H15N2O (ωB97M-V with the def2-TZVPD basis set)
C 3.214 -0.754 0.007
C 3.249 0.666 0.168
C 2.017 -1.398 -0.015
C 2.031 1.282 0.443
C 0.877 -0.701 0.156
C -0.428 1.261 0.376
C -1.410 0.098 0.606
C -0.595 2.141 -0.866
C -2.685 0.200 -0.227
C -0.714 -2.495 -0.378
N 0.894 0.637 0.315
N -0.368 -1.192 0.072
O -1.746 0.121 1.995
H 4.090 -1.174 -0.314
H 4.097 1.092 -0.175
H 2.049 -2.480 -0.310
H 1.895 2.279 0.439
H -0.448 1.884 1.290
H -0.634 1.434 -1.745
H 0.138 2.811 -0.846
H -1.492 2.673 -0.834
H -2.420 0.463 -1.205
H -3.428 0.824 0.176
H -3.182 -0.867 -0.115
H 0.049 -2.693 -1.080
H -0.673 -3.128 0.499
H -1.755 -2.601 -0.569
H -2.622 -0.385 2.137
```

---

[4]
Below is a cluster of 2 separate species, C4H11N3O in total at a distorted geometry, with properties calculated with ωB97M-V with the def2-TZVPD basis set.

Computed properties:
ΔE to the lowest compared entry with this formula, charge and spin   6.187 eV
LUMO level   0.76 eV
Multiplicity   1
Highest occupied orbital energy   -6.959 eV
Kohn-Sham gap   0.284 Ha

```
19
C4H11N3O (ωB97M-V with the def2-TZVPD basis set)
C 2.328 -0.086 -0.562
C 1.685 0.141 0.623
C 0.671 1.106 0.867
H 1.863 -0.576 1.424
H 0.442 -0.264 -1.323
H 2.353 0.678 -1.333
H 3.022 -0.907 -0.667
H 0.441 1.347 1.899
H 0.643 1.968 0.202
N -0.617 -0.188 -1.193
C -1.163 0.186 0.356
N -1.179 -1.041 1.038
O -1.169 -1.380 -1.754
N -2.171 0.966 0.472
H -1.731 -1.791 -1.068
H -0.960 0.605 -1.728
H -2.018 -1.141 1.591
H -0.271 -1.378 1.326
H -2.169 1.754 -0.168
```

---

- Which value of multiplicity does entry 4 give?
  1

---

- What is the multiplicity in the third record?
  1

---

- multiplicity of number 4 (C4H11N3O)?
  1

---

- multiplicity of number 3 (C10H15N2O)?
  1